Run P
DFT (wB97M-V/def2-TZVPD) results for the molecule C3H6N4O.

```
14
Properties=species:S:1:pos:R:3
C -0.6205 -0.4741 0.2480
C 1.3593 0.8160 -0.4823
N -1.5350 0.5333 0.5181
N -1.1254 -1.7467 0.3886
C 0.7591 -0.2601 0.1983
O 2.6718 1.1668 -0.3977
N -0.5075 1.3671 -1.7648
N 0.5905 1.4787 -1.3630
H 3.0964 0.7016 0.3310
H -2.4572 0.3630 0.1326
H -1.2505 1.4607 0.2087
H -0.4723 -2.5155 0.3609
H -1.9200 -1.8751 1.0068
H 1.4114 -1.0157 0.6147
```

Results
- Spin multiplicity: 1
- M: 114.11 g/mol
- HOMO-LUMO gap (alpha / beta): 6.96 / 6.75 eV
- LUMO level (alpha / beta): 0.570 / 0.126 eV
- Net charge: 0


Run Q
DFT (wB97M-V/def2-TZVPD) results for the molecule C3H6N4O.

```
14
Properties=species:S:1:pos:R:3
H 0.9919 3.0075 0.2677
N 1.4585 2.0901 -0.0995
C 0.9139 1.0164 -0.0278
O -0.5412 1.0510 0.1391
C -0.9122 -0.2612 0.0622
C -2.4982 -0.2397 -0.0576
N -0.0616 -1.2079 0.0017
N 1.2642 -0.4846 -0.3058
N 2.4025 -1.0631 0.1157
H -2.6414 -1.2090 -0.6548
H -2.9926 0.0249 0.9018
H -2.5542 0.6682 -0.8139
H 2.0832 -1.7306 1.0220
H 3.0871 -1.6620 -0.5508
```

Results
- Spin multiplicity: 1
- M: 114.11 g/mol
- Structure (SMILES): [H]/N=c1\oc(C)nn1N
- HOMO-LUMO gap: 9.48 eV
- LUMO level: 0.888 eV
- Net charge: 0


Most stable one: run P, least stable one: run Q.


Run P
DFT (wB97M-V/def2-TZVPD) results for a cluster of 2 separate species, C3H6N4O in total.

```
14
Properties=species:S:1:pos:R:3
C -1.0959 -0.4490 -0.1010
C 1.4293 -0.1499 0.1978
C -0.1634 1.6687 -0.6004
H -1.6455 -3.1141 1.2563
H -2.1335 0.1142 -0.2008
H 2.2963 0.5333 -0.0191
H 2.8783 -1.2084 0.6732
H -1.1732 1.5055 -0.7690
H 0.3036 3.6165 -0.7065
N -1.0185 -1.5868 0.1981
N 0.0303 0.3856 0.0861
N 1.6898 -1.2881 0.7444
N 0.6905 2.4809 -0.7451
O -2.0880 -2.5085 -0.0142
```

Results
- Spin multiplicity: 1
- M: 114.11 g/mol
- HOMO-LUMO gap: 8.65 eV
- LUMO level: -0.379 eV
- Net charge: 0


Run Q
DFT (wB97M-V/def2-TZVPD) results for the molecule C3H6N4O.

```
14
Properties=species:S:1:pos:R:3
C 1.3698 0.8440 0.5553
C 0.8178 0.6958 -0.8644
N -0.3314 -0.2215 -0.8455
N 0.0881 -1.5068 -0.6203
N -0.7401 -2.1653 0.0654
C -1.8043 -1.2385 0.5115
O -2.7680 -1.6154 1.1286
N -1.3368 -0.0266 0.1336
H 0.6156 1.0887 1.2733
H 2.1576 1.6698 0.5841
H 1.8068 -0.1545 0.8945
H 1.5664 0.2567 -1.5089
H 0.5141 1.7126 -1.1383
H -1.9558 0.6611 -0.1688
```

Results
- Spin multiplicity: 1
- M: 114.11 g/mol
- Structure (SMILES): CCn1nnc(=O)[nH]1
- HOMO-LUMO gap: 10.10 eV
- LUMO level: 0.268 eV
- Net charge: 0


Most stable one: run Q, least stable one: run P.


Run P
DFT (wB97M-V/def2-TZVPD) results for the molecule C3H6N4O.

```
14
Properties=species:S:1:pos:R:3
N -0.6407 2.3283 -0.3903
C -0.0193 1.0680 -0.4570
N 1.2870 0.9724 -0.3641
O 1.6200 -0.2885 -0.0928
C 0.3749 -1.0185 0.3786
N 0.7400 -2.3370 0.5935
C -0.7193 -0.1831 0.0023
N -2.1652 -0.3050 0.1308
H -1.4475 2.0498 -1.1835
H -0.1776 3.1295 -0.6402
H 1.5429 -2.3586 1.3893
H -0.1534 -3.0054 0.8714
H -2.5611 -0.0583 1.1385
H -2.5296 -1.2586 -0.1663
```

Results
- Spin multiplicity: 1
- M: 114.11 g/mol
- Structure (SMILES): Nc1noc(N)c1N
- HOMO-LUMO gap: 8.80 eV
- LUMO level: 0.508 eV
- Net charge: 0


Run Q
DFT (wB97M-V/def2-TZVPD) results for the molecule C3H6N4O.

```
14
Properties=species:S:1:pos:R:3
N 0.8409 0.4460 2.1476
C 0.3720 -0.2531 1.0141
N 0.5274 -1.6785 0.8735
C 0.0136 -1.8979 -0.3468
N -0.3740 -0.7546 -0.9933
O -0.9886 -0.4384 -2.2364
C -0.1953 0.3205 -0.0844
N -0.6971 1.6142 -0.4801
H 1.5133 -0.1031 2.6942
H 1.2410 1.3131 1.8398
H 0.1232 -2.8736 -0.7734
H -1.6612 0.2731 -2.0252
H -0.6647 1.6951 -1.5723
H -0.0504 2.3374 -0.0574
```

Results
- Spin multiplicity: 1
- M: 114.11 g/mol
- Structure (SMILES): Nc1ncn(O)c1N
- HOMO-LUMO gap: 7.96 eV
- LUMO level: 0.439 eV
- Net charge: 0


Run R
DFT (wB97M-V/def2-TZVPD) results for a structure of composition C3H6N4O.

```
14
Properties=species:S:1:pos:R:3
C 0.2018 0.2380 -0.9496
C -0.8984 -1.3132 -1.2886
C 1.1349 0.9254 1.1830
N 0.8425 0.6833 -1.9397
N -1.2086 -1.5280 0.0341
N -0.8084 -0.5896 1.0131
N 0.1462 0.2946 0.3910
O -1.2405 -1.8897 -2.2465
H 0.9954 2.0437 0.9339
H 0.8925 0.6996 2.1771
H 2.2709 0.7113 0.8611
H 1.2671 1.5791 -1.7281
H -2.1127 -1.9049 0.2467
H -1.4827 0.0504 1.3125
```

Results
- Spin multiplicity: 1
- M: 114.11 g/mol
- HOMO-LUMO gap: 9.35 eV
- LUMO level: 0.636 eV
- Net charge: 0


Run S
DFT (wB97M-V/def2-TZVPD) results for the molecule C3H6N4O.

```
14
Properties=species:S:1:pos:R:3
H -1.2986 0.9878 -2.7840
N -0.9096 0.1732 -2.2885
C 0.1930 0.5684 -1.5993
N 1.1049 -0.2049 -1.1269
O 1.4276 0.8445 -0.0876
C 1.1258 0.8008 1.2165
N 0.5576 -0.1677 1.8891
N -0.1111 -0.9779 1.0788
C -1.2892 -1.1984 1.3226
H 0.5786 1.5369 -1.7595
H 0.7359 -0.9830 -0.7058
H 1.6603 1.4580 1.6833
H -1.8318 -0.8850 2.3370
H -1.9434 -1.9528 0.8242
```

Results
- Spin multiplicity: 1
- M: 114.11 g/mol
- Structure (SMILES): [H]/N=C/NO/C=N\N=C
- HOMO-LUMO gap: 10.05 eV
- LUMO level: 0.649 eV
- Net charge: 0


Most stable one: run Q, least stable one: run S.